Entry 1:
ORCA calculation (ωB97M-V with the def2-TZVPD basis set) on C21H16CsF5N10O2SSe as an isolated structure.

Computed properties:
net charge: -2
relative energy (zero: lowest compared OMol25 entry of this formula, charge and spin): 0.0000 eV

```
57
Properties=species:S:1:pos:R:3:forces:R:3:lowdin_charge:R:1
Cs 1.393543 -0.972059 1.512661 -0.169 0.029 -0.349 0.733
N -0.757629 0.833340 -1.153333 0.157 -0.076 0.052 0.050
N -1.846568 1.127518 -1.991607 -0.005 0.045 0.051 0.002
C -3.003354 0.472951 -1.998916 0.043 -0.055 0.001 -0.405
N -3.854197 0.755213 -3.024005 -0.037 -0.021 0.045 0.165
N -3.201065 -0.353643 -0.969527 0.009 0.005 0.034 0.152
N -4.327020 -1.100394 -0.909845 -0.058 0.055 0.015 -0.443
O -4.480802 -1.730989 0.117595 0.035 -0.030 0.003 0.028
O -5.157756 -1.152817 -1.833999 0.072 0.080 -0.081 -0.025
H -1.065387 0.071520 -0.559964 -0.144 -0.130 -0.032 0.044
H -0.570739 1.652601 -0.532036 -0.020 0.075 0.020 0.008
H -1.618852 1.724349 -2.766443 0.001 -0.050 -0.048 0.140
H -3.424233 1.081713 -3.872432 -0.015 -0.036 -0.028 0.094
H -4.608835 0.087121 -3.104891 -0.011 -0.018 -0.006 0.068
S 2.688514 -3.770229 -0.044849 0.154 0.098 0.066 0.331
C 1.489647 -4.649572 -0.859838 -0.218 -0.068 -0.232 -0.974
N 1.089429 -5.840381 -0.556156 0.110 -0.009 0.055 -0.010
N 0.113862 -6.339840 -1.465652 0.053 -0.069 -0.081 -0.038
C -1.227284 -6.098185 -1.251575 -0.205 0.037 -0.013 -0.295
C -2.176000 -6.866056 -1.947252 0.036 0.033 0.016 -0.067
C -3.524823 -6.578670 -1.849884 -0.016 -0.011 0.004 -0.127
C -3.972511 -5.526016 -1.058520 -0.004 0.002 -0.012 -0.119
C -3.038896 -4.780642 -0.352170 -0.006 0.029 0.018 -0.087
C -1.682937 -5.060273 -0.432994 0.021 -0.018 -0.020 -0.040
N 0.925246 -4.065122 -2.077166 0.087 0.016 0.145 0.044
N 0.245131 -3.058096 -1.882029 0.025 -0.028 0.067 0.066
C -0.336130 -2.539701 -3.081801 0.006 0.028 -0.031 -0.246
C -0.001636 -1.255021 -3.485822 -0.046 -0.027 -0.008 -0.043
C -0.573592 -0.740840 -4.639929 -0.018 0.038 0.001 -0.112
C -1.505016 -1.483664 -5.355373 -0.025 0.047 -0.021 -0.122
C -1.861641 -2.751364 -4.915807 -0.021 -0.031 -0.003 -0.092
C -1.270886 -3.291426 -3.783221 0.028 0.051 0.013 -0.016
H 0.312294 -7.307079 -1.669717 0.008 0.010 0.036 0.116
H -1.834511 -7.674326 -2.585986 0.006 -0.002 -0.001 0.097
H -4.234771 -7.180353 -2.406806 -0.003 0.005 0.001 0.089
H -5.025301 -5.283313 -1.000345 0.002 0.005 0.005 0.091
H -3.365360 -3.950870 0.261253 -0.030 0.003 0.006 0.086
H -0.968373 -4.470933 0.123946 -0.010 -0.007 -0.016 0.096
H 0.681660 -0.665504 -2.890382 0.025 -0.029 -0.002 0.101
H -0.291645 0.250297 -4.978160 0.000 -0.007 -0.004 0.096
H -1.958085 -1.072073 -6.249985 0.004 -0.003 0.005 0.089
H -2.603641 -3.324811 -5.457674 0.005 -0.009 -0.002 0.097
H -1.535316 -4.276825 -3.420404 0.005 -0.015 -0.002 0.103
Se 4.766738 -0.060045 6.141174 -0.050 -0.023 -0.044 0.263
C 3.589253 -0.342609 4.792806 0.032 0.012 0.049 -1.034
N 2.832076 -0.523547 3.926596 0.197 0.050 0.310 -0.200
F 2.100342 3.435267 -0.405471 0.024 -0.005 0.000 0.013
C 1.210200 3.746363 0.592295 -0.090 0.042 -0.009 -0.272
C 0.014117 3.080563 0.678179 0.066 -0.030 0.104 0.023
C -0.781830 3.490657 1.716823 0.011 0.072 -0.044 -0.273
F -2.009015 2.911297 1.910472 -0.015 -0.022 0.027 0.018
C -0.455428 4.496157 2.612893 -0.017 -0.019 -0.031 -0.166
F -1.282432 4.877061 3.611347 0.000 -0.004 -0.004 0.073
C 0.758703 5.141152 2.466250 0.018 0.016 0.013 -0.158
F 1.104775 6.135684 3.307660 0.003 -0.012 -0.010 0.082
C 1.609885 4.764766 1.443152 -0.015 -0.008 -0.027 -0.166
F 2.787768 5.410633 1.301033 0.003 -0.008 0.000 0.074
```
Positions in Å, forces in eV/Å.


Entry 2:
ORCA calculation (ωB97M-V with the def2-TZVPD basis set) on one molecule with the formula C21H16F3N3O3 at a distorted geometry.

Computed properties:
relative energy (zero: lowest compared OMol25 entry of this formula, charge and spin): 0.0000 eV
SMILES: O=C1c2cc(-c3ccc(OC(F)(F)F)cc3)ccc2OCCN1Cc1ncccn1

```
46
Properties=species:S:1:pos:R:3:forces:R:3:lowdin_charge:R:1
O 0.277045 -1.125122 -1.465160 -0.520 -0.004 0.100 0.048
F 6.227412 3.859362 3.586226 -1.021 0.833 -1.175 0.147
F 5.516282 4.187146 1.487269 -0.306 -0.310 1.389 0.160
F 6.144896 5.857450 2.655187 -1.112 -1.184 0.898 0.145
N 0.295816 -3.721016 -3.385588 0.170 0.458 -0.342 0.132
N -1.861106 -4.232756 -2.554659 -0.157 1.240 -0.291 0.131
O 4.168926 4.853437 3.263498 3.814 1.170 -0.344 0.105
O -3.605920 -0.634490 0.376166 0.806 -0.046 -0.140 -0.049
C -0.906992 -0.847230 -1.245159 2.016 -0.917 -1.868 -0.375
C -0.951917 -3.374037 -3.076923 0.554 -1.636 0.138 -0.308
C 0.668041 -4.982288 -3.223188 -0.506 -0.803 0.061 -0.117
C -1.497305 -5.490751 -2.398911 1.240 -0.003 -0.486 -0.127
C -0.219598 -5.938994 -2.750801 -0.524 0.816 0.135 -0.043
C 1.942275 4.550616 2.531652 -0.202 1.799 0.376 0.007
C 3.283670 2.635735 2.857056 -0.198 -1.413 -0.868 0.016
C -2.485332 0.823975 1.781736 0.227 0.983 1.358 0.004
C 0.858140 3.765864 2.163190 0.278 0.265 -0.154 -0.035
C 2.214437 1.815966 2.360582 -0.234 1.348 0.469 0.018
C -1.429303 1.650406 2.229083 0.183 -0.875 -1.082 -0.004
C -0.132562 0.797636 0.390547 1.386 0.943 0.857 0.051
C 3.186594 4.033107 2.870951 -2.257 -2.683 -0.790 -0.303
C -2.402995 0.015776 0.650668 -0.304 -0.003 0.149 -0.183
C -1.165509 -0.031104 -0.042715 -2.044 0.305 0.147 -0.051
C 0.963814 2.401003 2.025076 1.279 -0.568 0.081 -0.204
C -0.207985 1.638165 1.533770 -0.730 -1.391 -0.678 -0.178
N -1.821299 -1.261626 -2.192527 -1.481 0.945 0.156 -0.036
C 5.497766 4.660913 2.755077 -0.392 0.714 -0.175 -0.554
C -1.346366 -1.964883 -3.399053 0.272 0.642 1.038 -0.078
C -3.710088 -1.608500 -0.673116 0.067 0.489 -0.423 -0.143
C -3.286696 -1.054484 -2.035986 1.022 0.149 0.837 -0.103
H 1.671405 -5.295249 -3.519173 -0.120 0.421 0.085 0.112
H -2.210455 -6.197080 -2.022637 -0.471 -0.098 0.237 0.101
H 0.024177 -6.971251 -2.657453 0.299 -0.529 0.063 0.089
H 1.804563 5.647733 2.612195 0.144 -0.752 -0.179 0.132
H 4.222153 2.126641 3.133028 -0.510 0.394 -0.105 0.121
H -3.381766 0.796808 2.417462 0.238 -0.049 -0.648 0.124
H -0.093667 4.180777 1.871391 -0.004 0.542 0.150 0.119
H 2.277549 0.732407 2.287132 0.404 0.220 0.126 0.116
H -1.487632 2.281794 3.109117 -0.381 -0.222 0.040 0.116
H 0.838409 0.844667 -0.149465 -0.996 -0.465 0.206 0.143
H -0.495218 -1.429095 -3.834071 -0.079 -0.287 0.236 0.129
H -2.142866 -1.973752 -4.130031 -0.330 0.036 -0.051 0.121
H -3.063832 -2.471571 -0.479152 -0.274 -0.008 0.179 0.126
H -4.767170 -1.922600 -0.747962 0.485 0.277 0.535 0.133
H -3.791806 -1.621529 -2.789729 -0.101 -0.470 -0.487 0.107
H -3.617983 -0.007976 -2.174602 0.372 -0.272 0.240 0.139
```
Positions in Å, forces in eV/Å.


Entry 3:
ORCA calculation (ωB97M-V with the def2-TZVPD basis set) on C21H17BCl2IMgN5O3S as an isolated structure at a distorted geometry.

Computed properties:
net charge: -2
relative energy (zero: lowest compared OMol25 entry of this formula, charge and spin): 1.1521 eV

```
52
Properties=species:S:1:pos:R:3:forces:R:3:lowdin_charge:R:1
Mg 0.244301 -0.092263 -0.077479 -0.067 0.270 0.635 0.430
N -2.605543 -1.662777 3.463522 0.035 0.314 -0.097 0.005
C -1.996539 -1.156299 2.295722 -0.174 0.248 0.573 -0.913
S -1.438306 0.480863 2.334660 -0.522 -0.209 0.150 0.578
N -1.954506 -2.026584 1.342204 0.343 0.420 -0.428 -0.038
N -1.347887 -1.551759 0.167688 -0.220 -1.105 -0.277 -0.050
C -1.372963 -2.481104 -0.726192 0.030 0.260 -0.297 -0.089
C -0.908447 -2.436738 -2.109400 -0.038 -0.092 0.314 -0.145
C -1.041380 -3.604554 -2.866859 -0.005 -0.002 -0.024 -0.082
C -0.663469 -3.669458 -4.194209 0.055 0.179 0.006 -0.143
C -0.135412 -2.511655 -4.787276 -0.054 -0.082 0.068 -0.127
C -0.001348 -1.343265 -4.072656 0.006 -0.019 0.005 -0.025
C -0.368813 -1.259852 -2.701039 -0.083 0.251 0.126 -0.384
O -0.246990 -0.169250 -2.034193 -0.047 -0.247 -0.289 -0.199
H -2.301074 -1.161469 4.282711 0.019 -0.032 0.018 0.033
H -2.512108 -2.665513 3.526910 0.025 -0.053 0.023 0.056
H -1.822900 -3.420339 -0.410168 -0.084 -0.131 -0.054 0.105
H -1.457694 -4.482484 -2.380935 0.010 -0.008 0.005 0.096
H -0.760971 -4.589328 -4.755153 -0.001 -0.023 -0.028 0.073
H 0.183209 -2.539512 -5.825111 -0.013 0.004 0.003 0.084
H 0.414097 -0.449400 -4.523894 0.006 -0.018 0.002 0.100
Cl 4.302945 1.982484 5.995292 -0.115 -0.026 -0.199 0.560
C 3.382432 1.759872 4.504675 0.046 0.109 0.048 -0.674
C 3.171004 2.852542 3.659180 0.085 0.090 0.092 -0.155
C 2.459189 2.696932 2.500739 -0.005 0.091 0.011 -0.551
Cl 2.182352 4.098136 1.491197 0.021 -0.165 0.087 0.639
C 1.906588 1.438163 2.076311 -0.218 0.002 -0.333 -0.401
O 1.274964 1.329051 0.991721 0.327 0.184 0.066 -0.199
C 2.131450 0.367600 2.996467 0.007 -0.298 0.073 -0.119
C 1.594555 -0.969749 2.753026 -0.022 0.231 -0.222 -0.207
O 0.917803 -1.319748 1.812140 0.228 -0.245 0.056 -0.043
C 2.862159 0.537764 4.173033 0.010 -0.063 0.073 -0.087
H 3.568872 3.825117 3.917995 -0.017 -0.004 0.001 0.093
H 1.850102 -1.712332 3.534350 0.033 -0.011 0.071 0.125
H 3.007946 -0.314897 4.827935 -0.004 0.009 -0.016 0.105
I 1.800027 2.444385 -2.056402 -0.064 0.060 0.070 0.978
C -0.114135 2.919401 -1.339315 -0.318 -0.237 0.137 -0.721
C -0.618901 4.174942 -1.659247 -0.002 0.036 -0.017 -0.157
C -1.927433 4.461623 -1.316281 0.012 0.047 -0.029 -0.093
C -2.686545 3.489128 -0.687628 -0.038 0.068 -0.022 -0.069
C -2.088177 2.281586 -0.381589 0.287 -0.213 0.101 -0.137
N -0.811293 2.004167 -0.674358 0.155 0.471 -0.362 0.008
H 0.005739 4.891988 -2.171187 -0.006 0.011 -0.012 0.076
H -2.351075 5.431098 -1.551678 0.005 0.006 -0.003 0.096
H -3.721039 3.660140 -0.421654 0.004 0.000 0.004 0.096
H -2.620723 1.499755 0.148375 0.085 0.037 0.000 0.065
B 4.439876 -2.360536 -1.099797 -0.045 0.028 0.032 -0.451
C 3.046951 -1.618851 -0.841441 0.122 -0.064 -0.106 -0.189
N 2.041651 -1.083531 -0.655016 0.311 -0.137 -0.052 0.114
H 5.041865 -2.414213 -0.037313 -0.039 0.012 -0.050 -0.022
H 4.201583 -3.482648 -1.517761 -0.003 0.065 0.018 -0.021
H 5.074932 -1.717364 -1.923253 -0.062 -0.019 0.050 -0.023
```
Positions in Å, forces in eV/Å.


Entry 4:
ORCA calculation (ωB97M-V with the def2-TZVPD basis set) on C21H17BeN5O as an isolated structure at a distorted geometry.

Computed properties:
net charge: +2

```
45
Properties=species:S:1:pos:R:3:forces:R:3:lowdin_charge:R:1
Be 11.243287 11.324883 6.691199 0.210 -0.331 -0.066 0.401
C 15.566339 10.885707 6.651263 -0.152 0.057 -0.160 0.001
C 15.927336 12.218067 6.595994 0.661 -0.247 -0.015 -0.004
C 14.951265 13.185723 6.645798 -0.847 0.278 0.093 0.032
C 13.622347 12.790064 6.702590 0.191 -0.349 0.208 -0.158
N 13.253994 11.484982 6.731763 -0.083 0.468 -0.134 0.098
C 14.217656 10.560502 6.724932 0.410 0.101 0.101 -0.075
C 12.463847 13.718228 6.762279 0.532 -0.157 -0.308 -0.143
C 12.511574 15.101652 6.755567 -0.334 -0.466 0.093 0.055
C 11.300359 15.777759 6.766685 0.296 0.218 0.125 0.023
C 10.103134 15.091566 6.775847 -0.499 -0.605 0.034 0.051
C 10.141190 13.704143 6.765413 -0.059 0.536 -0.055 -0.142
N 11.308233 13.058031 6.757350 -0.152 -0.080 0.148 0.106
C 9.000865 12.769142 6.680256 -0.733 0.219 -0.164 -0.150
C 7.643542 13.108782 6.663277 0.756 0.216 0.173 0.048
C 6.722774 12.090784 6.493763 0.042 -0.453 -0.069 0.008
C 7.156294 10.778242 6.345103 -0.141 0.417 -0.127 0.006
C 8.510381 10.540024 6.374849 0.197 -1.105 -0.088 -0.073
N 9.420675 11.498526 6.541172 0.045 0.091 0.160 0.084
H 16.326061 10.121372 6.601147 -0.078 -0.164 0.111 0.128
H 16.977360 12.493265 6.522441 -0.215 -0.010 0.042 0.138
H 15.208198 14.231564 6.652177 0.050 0.123 -0.067 0.125
H 13.937131 9.519771 6.795917 -0.173 0.018 -0.017 0.115
H 13.450187 15.620004 6.750427 0.186 0.195 -0.015 0.126
H 11.293751 16.852824 6.781716 -0.001 0.257 -0.047 0.135
H 9.153988 15.608386 6.782375 0.060 0.069 -0.012 0.131
H 7.304125 14.137078 6.791907 0.225 -0.288 -0.079 0.135
H 5.670012 12.294283 6.459721 -0.305 0.209 0.039 0.130
H 6.456808 9.971848 6.172571 0.058 0.005 0.085 0.132
H 8.889808 9.514657 6.266013 -0.248 0.613 -0.038 0.123
N 13.417250 7.493455 3.528443 -0.214 -0.249 0.406 0.195
C 12.723983 6.767586 4.443018 -0.463 0.028 0.115 -0.475
O 12.658954 5.561615 4.452217 0.189 0.225 -0.024 0.110
C 11.993393 7.529933 5.551917 0.324 0.658 -0.366 -0.076
C 11.453836 6.788549 6.579609 -0.144 -1.208 0.421 0.048
C 10.813442 7.411001 7.637724 -0.040 0.772 -0.167 0.019
C 10.758387 8.798936 7.651082 0.163 -0.537 -0.141 -0.084
N 11.299625 9.544289 6.671678 -0.143 0.022 0.050 -0.011
C 11.870586 8.911043 5.638275 0.498 0.040 -0.465 -0.067
H 13.778811 6.970316 2.755549 0.210 -0.153 -0.319 0.126
H 13.275757 8.471486 3.390059 -0.030 0.231 -0.031 0.088
H 11.548347 5.691096 6.546112 -0.054 0.620 -0.074 0.154
H 10.345418 6.851204 8.426259 0.001 -0.132 0.199 0.128
H 10.255402 9.336318 8.434139 -0.063 0.098 0.313 0.129
H 12.290977 9.574931 4.878905 -0.133 -0.250 0.133 0.126
```
Positions in Å, forces in eV/Å.


Number 1: frontier orbital gap 6.4 eV. Number 2: frontier orbital gap 9.1 eV. Number 3: frontier orbital gap 5.8 eV. Number 4: frontier orbital gap 8.1 eV.